# 1
DFT (wB97M-V/def2-TZVPD) results for a single C2H5N molecule at a distorted geometry.

HOMO-LUMO gap: 10.0 eV
Spin multiplicity: 1
Strongest force on any atom: 4.794 eV/Å
Charge: 0
ΔE to the lowest compared entry with this formula, charge and spin: 50.71 kcal/mol
SMILES: C1CN1
M: 43.069 g/mol

The geometry in XYZ format:
```
8
C2H5N (wB97M-V/def2-TZVPD)
C 0.599 -0.500 0.003
C -0.852 -0.071 0.000
H 1.285 -0.842 0.786
H 0.616 -1.126 -0.902
H -1.380 0.373 1.040
H -1.471 -0.167 -0.960
H 0.783 1.516 0.287
N 0.420 0.816 -0.255
```

---

# 2
DFT (wB97M-V/def2-TZVPD) results for a molecular structure, C24H44GaO4PS4Se2 at a distorted geometry.

HOMO-LUMO gap: 6.0 eV
Spin multiplicity: 1
Strongest force on any atom: 1.164 eV/Å
Charge: -2
M: 783.497 g/mol

The geometry in XYZ format:
```
80
C24H44GaO4PS4Se2 (wB97M-V/def2-TZVPD)
Ga -0.029 2.378 0.419
S -0.401 1.968 2.821
S 1.457 2.368 3.544
S 2.681 1.122 2.428
S 2.449 1.810 0.533
O 2.673 5.697 -1.629
C 1.851 4.627 -2.046
C 0.392 5.044 -2.306
C 0.401 6.108 -3.431
O 1.083 7.294 -3.109
C -0.419 3.849 -2.816
Se 0.126 2.062 -2.213
C -0.266 5.683 -1.075
Se 0.291 5.007 0.706
H 2.434 5.844 -0.701
H 1.879 3.827 -1.296
H 2.276 4.228 -2.972
H -0.627 6.399 -3.676
H 0.856 5.660 -4.331
H 1.886 7.014 -2.625
H -0.351 3.795 -3.909
H -1.470 3.952 -2.543
H -1.354 5.570 -1.130
H -0.041 6.756 -1.042
C 2.465 -3.792 3.270
C 3.203 -2.786 2.396
C 2.315 -2.348 1.226
C 0.830 -2.292 1.608
C 0.734 -1.951 3.092
C 1.279 -3.098 3.951
P -0.054 -0.961 0.590
C -1.883 -1.392 0.761
C -2.318 -2.871 0.795
C -2.784 -3.313 2.178
C -4.009 -2.517 2.634
C -3.932 -1.056 2.165
C -2.488 -0.626 1.945
C 0.222 -1.460 -1.207
C 1.616 -1.080 -1.703
C 1.659 -1.058 -3.235
C 0.701 -2.086 -3.843
C 0.581 -3.298 -2.928
C -0.089 -2.909 -1.601
H 3.136 -4.220 4.022
H 2.110 -4.617 2.644
H 4.129 -3.221 2.010
H 3.470 -1.917 2.997
H 2.448 -3.043 0.394
H 2.641 -1.357 0.905
H 0.356 -3.267 1.439
H -0.295 -1.745 3.384
H 1.305 -1.040 3.268
H 0.490 -3.833 4.142
H 1.594 -2.697 4.917
H -2.299 -0.927 -0.144
H -1.509 -3.529 0.485
H -3.142 -3.013 0.090
H -1.969 -3.178 2.888
H -3.025 -4.383 2.161
H -4.074 -2.562 3.726
H -4.919 -2.979 2.238
H -4.401 -0.403 2.905
H -4.469 -0.932 1.222
H -1.921 -0.769 2.865
H -2.454 0.440 1.723
H -0.475 -0.780 -1.720
H 2.350 -1.792 -1.331
H 1.880 -0.089 -1.328
H 2.680 -1.265 -3.564
H 1.388 -0.060 -3.585
H 1.054 -2.390 -4.833
H -0.282 -1.630 -3.967
H 1.579 -3.702 -2.742
H 0.000 -4.088 -3.415
H 0.261 -3.599 -0.829
H -1.168 -3.028 -1.702
O -3.317 1.079 -0.888
C -3.071 2.084 -0.261
O -1.982 2.468 0.252
H -3.920 2.811 -0.064
```

---

# 3
DFT (wB97M-V/def2-TZVPD) results for 11 unconnected molecules or ions with the total composition C60H82Cl8N4O12 at a distorted geometry.

HOMO-LUMO gap: 5.0 eV
Spin multiplicity: 1
Strongest force on any atom: 4.326 eV/Å
Charge: 0
ΔE to the lowest compared entry with this formula, charge and spin: 107.03 kcal/mol
M: 1334.956 g/mol

The geometry in XYZ format:
```
166
C60H82Cl8N4O12 (wB97M-V/def2-TZVPD)
C 20.965 -8.444 -17.865
C 19.703 -8.210 -17.004
C 19.693 -9.036 -15.684
C 18.296 -9.580 -15.193
N 18.499 -10.511 -13.954
C 19.588 -11.562 -14.048
C 19.163 -12.765 -13.262
C 17.648 -12.564 -12.962
C 17.170 -11.305 -13.771
C 18.670 -9.578 -12.688
H 21.330 -9.470 -17.839
H 21.808 -7.887 -17.456
H 20.953 -8.144 -18.913
H 18.885 -8.530 -17.648
H 19.673 -7.177 -16.658
H 20.201 -8.442 -14.924
H 20.286 -9.946 -15.763
H 17.788 -10.165 -15.959
H 17.585 -8.831 -14.844
H 20.633 -11.251 -14.066
H 19.355 -11.721 -15.101
H 19.889 -12.801 -12.450
H 19.210 -13.711 -13.802
H 17.517 -12.533 -11.880
H 17.108 -13.435 -13.333
H 16.530 -10.621 -13.214
H 16.673 -11.434 -14.733
H 19.743 -9.402 -12.622
H 18.363 -10.103 -11.783
H 18.201 -8.597 -12.751
C 25.608 -9.146 -31.856
C 24.310 -9.224 -30.931
C 24.191 -10.384 -29.928
C 25.488 -10.704 -29.173
N 25.279 -11.702 -28.054
C 24.292 -11.082 -26.991
C 24.812 -11.581 -25.581
C 26.180 -12.016 -25.718
C 26.573 -11.725 -27.185
C 24.777 -13.065 -28.548
H 25.890 -10.160 -32.140
H 26.454 -8.756 -31.292
H 25.388 -8.547 -32.740
H 23.448 -9.295 -31.594
H 24.194 -8.331 -30.316
H 23.865 -11.261 -30.486
H 23.425 -10.041 -29.232
H 25.956 -9.808 -28.766
H 26.288 -11.191 -29.732
H 23.259 -11.343 -27.220
H 24.427 -10.001 -26.974
H 24.205 -12.340 -25.086
H 24.741 -10.838 -24.787
H 26.322 -13.052 -25.409
H 26.826 -11.442 -25.054
H 27.139 -12.557 -27.604
H 26.960 -10.706 -27.177
H 25.457 -13.338 -29.355
H 23.758 -12.844 -28.867
H 24.817 -13.662 -27.637
Cl 15.472 -17.467 -17.331
O 15.362 -18.296 -16.197
O 14.725 -16.248 -17.141
O 16.781 -17.093 -17.552
O 14.971 -18.254 -18.500
Cl 23.987 -15.282 -18.193
O 23.248 -14.101 -18.530
O 24.118 -16.088 -19.403
O 25.278 -14.784 -17.709
O 23.418 -16.042 -17.148
Cl 20.756 -4.482 -27.218
C 19.316 -3.847 -26.346
C 19.421 -4.431 -24.932
Cl 19.426 -6.175 -25.001
H 18.355 -4.062 -26.811
H 19.413 -2.763 -26.402
H 18.613 -4.120 -24.270
H 20.377 -4.204 -24.460
Cl 17.342 -13.335 -5.783
C 15.656 -13.652 -5.383
C 14.595 -12.745 -6.056
Cl 15.077 -10.994 -6.066
H 15.541 -13.534 -4.306
H 15.491 -14.688 -5.679
H 13.702 -12.781 -5.433
H 14.387 -12.890 -7.116
Cl 11.938 -9.847 -19.350
C 10.849 -11.106 -18.802
C 9.485 -10.440 -18.645
Cl 8.668 -10.041 -20.149
H 11.190 -11.500 -17.845
H 10.769 -11.955 -19.481
H 9.519 -9.549 -18.017
H 8.792 -11.110 -18.135
C 26.972 -3.678 -21.498
C 28.436 -3.174 -21.713
C 29.379 -4.319 -21.635
C 29.090 -5.504 -22.491
N 28.851 -6.420 -23.163
H 26.662 -4.472 -22.178
H 26.219 -2.903 -21.644
H 26.943 -3.986 -20.453
H 28.693 -2.312 -21.098
H 28.550 -2.763 -22.716
H 29.172 -4.729 -20.646
H 30.426 -4.039 -21.752
C 26.230 -14.840 -8.178
C 25.542 -14.262 -9.439
C 25.974 -14.872 -10.828
C 27.396 -14.745 -11.117
N 28.525 -14.654 -11.379
H 27.274 -14.525 -8.174
H 26.357 -15.922 -8.208
H 25.771 -14.524 -7.241
H 25.725 -13.188 -9.465
H 24.452 -14.298 -9.434
H 25.486 -14.298 -11.615
H 25.701 -15.925 -10.900
C 16.878 0.802 -13.902
C 16.280 1.963 -13.371
C 15.314 1.848 -12.378
C 14.810 0.575 -11.994
C 15.427 -0.593 -12.518
C 16.467 -0.452 -13.438
C 15.021 -1.956 -12.091
O 15.625 -2.970 -12.363
C 13.991 -2.047 -11.001
C 14.070 -3.196 -10.173
C 13.247 -3.227 -9.014
C 12.328 -2.226 -8.707
C 12.360 -1.033 -9.506
C 13.245 -0.920 -10.603
C 13.578 0.449 -11.221
O 12.898 1.434 -10.860
H 17.641 0.840 -14.666
H 16.552 2.921 -13.790
H 14.839 2.768 -12.072
H 16.941 -1.313 -13.886
H 14.784 -3.991 -10.333
H 13.437 -4.143 -8.475
H 11.744 -2.384 -7.812
H 11.807 -0.185 -9.129
C 28.570 -8.831 -15.641
C 29.939 -8.761 -15.609
C 30.660 -8.659 -14.455
C 29.917 -8.595 -13.174
C 28.512 -8.597 -13.218
C 27.855 -8.735 -14.453
C 27.677 -8.553 -11.989
O 26.479 -8.831 -12.128
C 28.370 -8.258 -10.689
C 27.630 -8.157 -9.534
C 28.141 -7.772 -8.360
C 29.496 -7.526 -8.284
C 30.298 -7.696 -9.383
C 29.761 -8.179 -10.632
C 30.648 -8.356 -11.869
O 31.849 -8.328 -11.808
H 28.074 -9.039 -16.577
H 30.581 -8.824 -16.475
H 31.733 -8.534 -14.477
H 26.779 -8.810 -14.400
H 26.551 -8.203 -9.507
H 27.577 -7.698 -7.442
H 29.991 -7.231 -7.370
H 31.370 -7.677 -9.249
```

---

# 4
DFT (wB97M-V/def2-TZVPD) results for a single C3H6N2O molecule at a distorted geometry.

HOMO-LUMO gap: 10.4 eV
Spin multiplicity: 1
Strongest force on any atom: 1.371 eV/Å
Charge: 0
ΔE to the lowest compared entry with this formula, charge and spin: 59.79 kcal/mol
SMILES: NC(=O)[C@H]1CN1
M: 86.094 g/mol

The geometry in XYZ format:
```
12
C3H6N2O (wB97M-V/def2-TZVPD)
N 1.824 0.241 -0.422
C 0.882 0.603 0.500
O 1.114 0.722 1.691
C -0.564 0.620 0.111
C -1.269 -0.402 -0.715
N -0.665 -0.799 0.519
H 2.539 -0.353 -0.028
H 1.507 -0.028 -1.341
H -1.202 1.348 0.618
H -0.797 -0.825 -1.602
H -2.352 -0.310 -0.794
H -1.017 -0.817 1.463
```

---

> Look up the M of the first one.

43.069 g/mol